Record 1
Density functional theory data (ωB97M-V/def2-TZVPD) for a molecular structure, C19H23ClGeN4O6S4SeYb.

Electronic energy: -9098.200061 Ha
HOMO level (spin up / spin down): -4.640 / -4.639 eV
Frontier orbital gap (spin up / spin down): 0.2412 / 0.2412 Eh
⟨S²⟩: 0.75

```
! wB97M-V def2-TZVPD RIJCOSX def2/J DEFGRID3
* xyz -1 2
Yb -0.117 1.208 -0.532
S 1.607 -0.327 0.762
C 3.081 0.564 0.477
C 4.237 -0.202 0.681
N 5.136 -0.897 0.866
C 3.175 1.876 0.087
S 1.860 2.977 -0.251
C 4.454 2.435 -0.057
N 5.498 2.906 -0.166
O 0.217 -2.034 -5.111
C 0.642 -0.824 -5.498
C 1.024 -0.661 -6.831
C 1.442 0.567 -7.299
C 1.512 1.660 -6.447
C 1.160 1.509 -5.124
C 0.713 0.283 -4.634
C 0.320 0.210 -3.216
O 0.415 1.252 -2.488
N -0.091 -0.964 -2.773
N -0.492 -0.960 -1.454
C -0.684 -2.101 -0.916
S -1.298 -2.215 0.715
C -0.512 -3.852 0.970
C -0.800 -4.665 -0.271
S -0.351 -3.637 -1.721
H -0.007 -1.980 -4.149
H 0.971 -1.523 -7.481
H 1.711 0.677 -8.340
H 1.834 2.622 -6.819
H 1.217 2.338 -4.432
H -0.940 -4.297 1.867
H 0.557 -3.690 1.104
H -1.859 -4.919 -0.344
H -0.198 -5.571 -0.317
O -3.864 2.256 -0.494
Cl -2.558 1.803 -0.725
O -2.427 1.152 -1.969
O -2.173 0.865 0.308
O -1.621 2.885 -0.666
C -3.183 -0.825 3.256
Ge -1.655 0.157 4.051
C -1.979 0.487 6.001
C 0.016 -0.895 3.880
C -1.680 2.009 3.293
Se -0.297 2.465 1.977
C 1.231 2.420 3.211
H -3.102 -1.890 3.451
H -3.177 -0.671 2.182
H -4.130 -0.470 3.653
H -2.053 -0.451 6.544
H -2.900 1.045 6.150
H -1.160 1.063 6.424
H -0.208 -1.952 4.011
H 0.749 -0.612 4.630
H 0.458 -0.767 2.896
H -1.645 2.765 4.082
H -2.616 2.133 2.745
H 1.386 1.408 3.579
H 1.059 3.111 4.037
H 2.094 2.744 2.631
*
```

=====

Record 2
Density functional theory data (ωB97M-V/def2-TZVPD) for a molecular structure, C19H23CoF5NOP.

Electronic energy: -3091.072093 Ha
HOMO level (spin up / spin down): -7.257 / -7.673 eV
Frontier orbital gap (spin up / spin down): 0.2628 / 0.2678 Eh
⟨S²⟩: 3.77

```
! wB97M-V def2-TZVPD RIJCOSX def2/J DEFGRID3
* xyz 0 4
C -2.679 0.607 -3.568
C -2.359 -0.579 -2.922
C -1.565 -0.596 -1.750
C -1.068 0.611 -1.251
C -1.343 1.795 -1.951
C -2.169 1.812 -3.081
C -1.416 -1.952 -1.117
C -0.007 -2.616 -1.025
N 1.190 -1.836 -1.122
Co -0.108 0.957 0.613
C -0.715 3.070 -1.454
P 0.812 2.485 -0.599
H -2.736 -1.531 -3.308
H -2.388 2.757 -3.581
H -3.312 0.588 -4.455
H -1.329 3.597 -0.705
H -0.432 3.761 -2.259
H -1.839 -1.956 -0.102
H -2.032 -2.648 -1.710
H 0.024 -3.116 -0.045
C 1.488 3.804 0.406
C 1.940 2.273 -2.009
H 0.019 -3.413 -1.801
C 1.635 -1.331 -2.393
C 2.198 -2.024 -0.110
H 0.994 1.670 1.755
H 2.124 -2.112 -3.011
H 0.787 -0.907 -2.958
H 2.387 -0.542 -2.217
H 2.869 -2.863 -0.341
H 2.815 -1.122 -0.024
H 1.722 -2.240 0.854
H 2.125 3.253 -2.467
H 2.881 1.841 -1.652
H 1.514 1.610 -2.768
H 1.562 4.714 -0.201
H 0.847 3.962 1.283
H 2.480 3.473 0.744
H 1.370 1.022 1.522
F -0.577 -2.031 6.877
C -0.620 -1.694 5.575
C -0.811 -0.366 5.198
F -0.938 0.588 6.142
C -0.894 -0.025 3.863
F -1.193 1.265 3.557
C -0.687 -0.988 2.832
O -0.596 -0.677 1.582
C -0.565 -2.348 3.260
F -0.465 -3.339 2.336
C -0.528 -2.685 4.592
F -0.413 -3.976 4.967
*
```

=====

Record 3
Density functional theory data (ωB97M-V/def2-TZVPD) for a molecular structure, C19H23CoN5O2SSe3.

Electronic energy: -10147.103509 Ha
HOMO level (spin up / spin down): -10.412 / -10.414 eV
Frontier orbital gap (spin up / spin down): 0.2967 / 0.1663 Eh
⟨S²⟩: 6.02

```
! wB97M-V def2-TZVPD RIJCOSX def2/J DEFGRID3
* xyz 1 5
Co -0.348 -0.514 0.405
N 5.098 -5.556 -1.331
C 4.632 -4.286 -1.128
C 3.790 -3.676 -2.066
C 3.292 -2.408 -1.842
C 3.638 -1.722 -0.682
C 4.489 -2.308 0.254
C 4.979 -3.578 0.032
S 2.872 -0.207 -0.297
O 3.772 0.643 0.415
O 2.202 0.269 -1.486
N 1.621 -0.644 0.658
C 1.627 -0.824 2.013
N 0.340 -0.942 2.434
C 0.128 -1.096 3.740
C 1.177 -1.154 4.629
C 2.455 -1.077 4.083
N 2.702 -0.924 2.785
H 4.957 -6.012 -2.213
H 5.795 -5.942 -0.722
H 3.537 -4.205 -2.977
H 2.648 -1.934 -2.571
H 4.756 -1.761 1.149
H 5.650 -4.032 0.751
H -0.903 -1.190 4.060
H 1.015 -1.278 5.688
H 3.327 -1.149 4.723
C -3.844 -0.038 -0.334
Se -2.705 0.085 1.232
C -2.485 2.029 1.266
C -1.929 2.626 -0.011
Se -0.173 1.915 -0.436
C -0.205 2.213 -2.351
H -4.790 0.456 -0.129
H -4.015 -1.096 -0.514
H -3.355 0.403 -1.198
H -1.842 2.223 2.125
H -3.469 2.440 1.490
H -1.812 3.702 0.116
H -2.587 2.459 -0.861
H -0.375 3.275 -2.507
H -0.981 1.616 -2.821
H 0.778 1.927 -2.715
Se -0.882 -1.985 -1.391
C -0.184 -3.663 -0.881
C 0.927 -3.776 -0.049
C 1.400 -5.053 0.215
N 0.841 -6.164 -0.263
C -0.221 -6.032 -1.055
C -0.766 -4.808 -1.415
H 1.435 -2.908 0.341
H 2.276 -5.184 0.839
H -0.654 -6.949 -1.436
H -1.612 -4.756 -2.086
*
```

=====

Record 4
Density functional theory data (ωB97M-V/def2-TZVPD) for 2 unconnected molecules or ions with the total composition C19H23F5IN2O2S.

Electronic energy: -2192.633776 Ha
HOMO level: -11.196 eV
Frontier orbital gap: 0.2251 Eh

```
! wB97M-V def2-TZVPD RIJCOSX def2/J DEFGRID3
* xyz 1 1
C -1.332 0.775 2.606
C -1.366 0.450 1.058
I -2.853 1.624 -0.026
C 0.041 0.676 0.342
C 0.202 -0.443 -0.736
N -0.311 -0.313 -1.990
N -0.333 -1.109 -3.025
C 0.285 -2.293 -2.888
C 0.934 -2.641 -1.606
C 1.677 -4.021 -1.524
F 1.369 -4.782 -2.669
F 3.040 -3.736 -1.617
C 1.304 -4.890 -0.299
C 2.434 -5.486 0.452
C 2.267 -6.292 1.651
C 0.910 -6.546 2.141
C -0.219 -5.969 1.397
C -1.646 -6.275 1.989
F -2.187 -7.332 1.310
F -2.444 -5.161 1.939
F -1.504 -6.597 3.328
C -0.044 -5.146 0.188
C 0.929 -1.730 -0.454
S 1.704 -2.020 1.143
H -1.323 1.877 2.805
H -0.423 0.265 3.031
H -2.239 0.312 3.081
H -1.691 -0.625 0.943
H 0.151 1.695 -0.107
H 0.841 0.510 1.113
H -0.775 0.597 -2.150
H 0.315 -2.986 -3.767
H 3.478 -5.310 0.088
H 3.182 -6.674 2.161
H 0.795 -7.146 3.072
H -0.922 -4.720 -0.349
H 2.957 -2.553 0.943
C -0.084 8.333 -0.286
O -0.140 7.742 -1.577
C 0.702 6.604 -1.695
C -0.089 5.311 -1.560
O -0.630 5.164 -0.250
C -2.004 5.523 -0.187
H -0.938 9.003 -0.185
H -0.130 7.588 0.511
H 0.834 8.920 -0.188
H 1.516 6.644 -0.963
H 1.148 6.637 -2.694
H 0.590 4.466 -1.721
H -0.879 5.254 -2.316
H -2.615 4.716 -0.606
H -2.212 6.453 -0.719
H -2.272 5.656 0.861
*
```

=====

Record 5
Density functional theory data (ωB97M-V/def2-TZVPD) for 2 unconnected molecules or ions with the total composition C19H23N2O6P.

Electronic energy: -1639.507172 Ha
HOMO level: -12.424 eV
Frontier orbital gap: 0.1783 Eh

```
! wB97M-V def2-TZVPD RIJCOSX def2/J DEFGRID3
* xyz 2 1
O 1.733 1.072 -1.269
C 2.234 1.960 -2.029
O 3.449 1.890 -2.779
C 3.659 3.142 -3.491
O 4.606 3.422 -4.249
C 2.392 4.087 -3.149
P 2.199 5.869 -3.832
O 1.631 6.746 -2.443
O 3.737 6.523 -4.179
C 1.497 3.381 -2.281
C 0.084 3.844 -1.669
C -0.846 4.652 -2.701
C -2.287 3.932 -2.963
O -2.151 2.517 -3.275
H 0.672 6.950 -2.583
H 3.999 7.014 -3.351
H 0.247 4.393 -0.671
H -0.465 2.860 -1.394
H -0.338 4.673 -3.741
H -1.099 5.713 -2.321
H -3.034 4.153 -2.127
H -2.687 4.427 -3.934
H -1.787 2.435 -4.193
C -4.612 -5.898 4.000
N -3.444 -5.122 3.530
C -2.351 -5.041 4.314
C -1.222 -4.356 3.886
C -1.203 -3.745 2.632
C -2.363 -3.832 1.859
C -3.471 -4.522 2.326
C -0.004 -3.055 2.114
C 0.589 -3.461 0.918
C 1.684 -2.780 0.409
N 2.190 -1.716 1.059
C 1.660 -1.311 2.229
C 0.566 -1.967 2.776
C 3.326 -0.967 0.484
H -4.930 -5.485 4.958
H -4.298 -6.937 4.104
H -5.422 -5.824 3.275
H -2.389 -5.540 5.277
H -0.352 -4.326 4.536
H -2.418 -3.359 0.882
H -4.379 -4.605 1.739
H 0.205 -4.315 0.367
H 2.156 -3.076 -0.522
H 2.114 -0.451 2.709
H 0.151 -1.601 3.710
H 4.134 -0.961 1.217
H 2.978 0.045 0.270
H 3.661 -1.447 -0.435
*
```

=====

Record 6
Density functional theory data (ωB97M-V/def2-TZVPD) for a gas-phase ion, C19H23N2OS (charge +1).

SMILES: Cc1ccc(C)c(N2C[C@@](O)(c3cccs3)[N+]3=C2CCCC3)c1
Electronic energy: -1320.455592 Ha
HOMO level: -11.763 eV
Frontier orbital gap: 0.3361 Eh

```
! wB97M-V def2-TZVPD RIJCOSX def2/J DEFGRID3
* xyz 1 1
C -4.072 0.106 -1.567
C -2.579 -0.173 -1.785
C -2.204 -1.191 -2.670
C -0.872 -1.502 -2.886
C 0.193 -0.859 -1.979
C 1.599 -1.232 -2.137
C -0.312 0.086 -1.102
N 0.425 0.715 -0.172
C 0.867 2.112 -0.130
C 1.933 2.190 0.937
O 3.012 2.861 0.352
C 1.501 2.962 2.276
C 1.637 4.290 2.569
C 1.200 4.676 3.858
C 0.688 3.581 4.505
S 0.760 2.095 3.694
N 2.096 0.784 1.317
C 1.126 0.099 0.819
C 0.716 -1.273 1.195
C 1.758 -1.905 2.126
C 2.432 -0.947 3.139
C 3.075 0.264 2.278
C -1.644 0.490 -1.022
H -4.473 0.922 -2.121
H -4.216 0.418 -0.530
H -4.629 -0.824 -1.644
H -3.002 -1.609 -3.315
H -0.822 -2.348 -3.624
H 2.218 -0.798 -1.396
H 1.981 -1.057 -3.137
H 1.741 -2.297 -1.987
H 1.227 2.445 -1.111
H 0.028 2.764 0.108
H 3.521 2.365 -0.370
H 2.058 5.036 1.856
H 1.125 5.732 4.328
H -0.009 3.645 5.395
H -0.141 -1.131 1.720
H 0.354 -1.940 0.352
H 1.314 -2.638 2.691
H 2.512 -2.527 1.530
H 1.700 -0.639 3.953
H 3.231 -1.473 3.648
H 3.819 -0.210 1.702
H 3.441 1.049 2.965
H -1.967 1.226 -0.287
*
```

=====

Record 7
Density functional theory data (ωB97M-V/def2-TZVPD) for C19H23N3O2 in the gas phase.

SMILES: Cc1ccc(CN2CCN(/N=C/c3ccc(O)c(O)c3)CC2)cc1
Electronic energy: -1051.866481 Ha
HOMO level: -7.492 eV
Frontier orbital gap: 0.2956 Eh

```
! wB97M-V def2-TZVPD RIJCOSX def2/J DEFGRID3
* xyz 0 1
C -5.957 -3.098 0.260
C -4.752 -2.140 -0.136
C -5.037 -0.700 -0.401
C -4.137 0.077 -0.695
C -2.840 -0.480 -0.878
C -1.746 0.648 -1.053
N -1.940 2.048 -0.139
C -1.111 3.048 -0.616
C 0.376 2.733 0.110
N 0.659 1.644 0.661
N 1.768 0.888 0.379
C 2.737 1.276 -0.007
C 4.021 0.310 -0.170
C 5.074 0.861 -0.834
C 6.351 0.239 -1.063
C 6.257 -1.066 -0.274
O 7.488 -1.861 -0.480
C 5.111 -1.570 0.216
O 5.188 -2.760 1.067
C 3.909 -0.689 0.544
C -0.293 1.104 1.516
C -1.688 1.556 1.261
C -2.627 -1.723 -0.429
C -3.671 -2.666 -0.025
H -5.714 -4.017 0.350
H -6.449 -2.806 1.001
H -6.588 -3.309 -0.641
H -6.272 -0.597 -0.304
H -4.521 1.106 -0.818
H -0.721 0.127 -0.847
H -2.078 1.135 -1.826
H -0.870 2.983 -1.577
H -1.638 4.014 -0.164
H 0.348 3.565 0.943
H 1.142 3.302 -0.164
H 2.913 2.237 -0.566
H 5.018 1.847 -1.282
H 7.157 0.633 -1.565
H 7.240 -2.887 0.013
H 4.420 -2.834 1.100
H 3.151 -1.014 0.983
H -0.066 1.233 2.473
H -0.213 0.109 1.510
H -2.486 0.640 1.494
H -1.957 2.360 1.815
H -1.599 -1.950 -0.615
H -3.354 -3.554 -0.129
*
```

=====

Record 8
Density functional theory data (ωB97M-V/def2-TZVPD) for C19H23N3O2S2 in the gas phase.

SMILES: CCN1C(C)=C(C(=O)OC)[C@H](c2cccs2)N/C1=N\CCc1cccs1
Electronic energy: -1848.937682 Ha
HOMO level: -7.895 eV
Frontier orbital gap: 0.3139 Eh

```
! wB97M-V def2-TZVPD RIJCOSX def2/J DEFGRID3
* xyz 0 1
C 0.091 2.594 -2.536
C 0.599 3.110 -1.192
N 0.829 2.011 -0.270
C 2.029 1.356 -0.193
C 3.176 1.978 -0.927
C 2.139 0.196 0.514
C 3.312 -0.610 0.811
O 3.238 -1.719 1.301
O 4.516 -0.044 0.550
C 5.641 -0.840 0.885
C 0.864 -0.451 1.015
C 0.357 -1.423 -0.014
C 0.155 -2.759 0.133
C -0.264 -3.393 -1.059
C -0.376 -2.526 -2.095
S 0.026 -0.919 -1.639
N -0.086 0.584 1.345
C -0.239 1.698 0.574
N -1.203 2.531 0.620
C -2.344 2.390 1.474
C -3.561 1.862 0.691
C -3.411 0.439 0.285
C -3.395 -0.090 -0.966
C -3.270 -1.500 -0.980
C -3.180 -2.028 0.262
S -3.257 -0.816 1.482
H -0.086 3.427 -3.210
H -0.840 2.055 -2.389
H 0.806 1.915 -2.996
H -0.169 3.733 -0.732
H 1.506 3.698 -1.318
H 3.414 2.953 -0.504
H 2.930 2.103 -1.979
H 4.053 1.350 -0.849
H 6.516 -0.249 0.629
H 5.628 -1.775 0.320
H 5.635 -1.078 1.950
H 1.079 -1.025 1.925
H 0.320 -3.277 1.060
H -0.468 -4.446 -1.136
H -0.670 -2.725 -3.107
H -0.916 0.265 1.821
H -2.180 1.755 2.358
H -2.581 3.399 1.828
H -4.447 1.974 1.322
H -3.689 2.472 -0.205
H -3.476 0.507 -1.857
H -3.249 -2.088 -1.880
H -3.070 -3.054 0.552
*
```

=====

Record 9
Density functional theory data (ωB97M-V/def2-TZVPD) for C19H23N3O3 in the gas phase.

SMILES: O=C1NCCCC[C@@H]1NCc1ccn(Cc2ccccc2)c(=O)c1O
Electronic energy: -1127.690489 Ha
HOMO level: -7.871 eV
Frontier orbital gap: 0.3132 Eh

```
! wB97M-V def2-TZVPD RIJCOSX def2/J DEFGRID3
* xyz 0 1
O -1.676 3.614 2.941
C -2.443 3.387 2.038
N -3.700 3.623 2.599
C -4.887 2.883 2.118
C -5.149 3.148 0.630
C -4.252 2.251 -0.346
C -3.018 1.691 0.241
C -2.098 2.809 0.610
N -0.683 2.445 0.354
C -0.123 1.388 1.193
C 0.380 0.070 0.549
C 1.494 0.278 -0.439
C 2.178 -0.825 -1.009
N 1.525 -2.051 -0.828
C 1.985 -3.104 -1.685
C 3.466 -3.333 -1.724
C 4.178 -3.236 -2.947
C 5.530 -3.289 -2.961
C 6.247 -3.458 -1.738
C 5.583 -3.450 -0.529
C 4.188 -3.422 -0.500
C 0.442 -2.300 -0.023
O -0.131 -3.387 -0.117
C -0.133 -1.263 0.819
O -1.098 -1.391 1.767
H -3.580 3.854 3.635
H -4.620 1.743 2.178
H -5.715 3.120 2.681
H -4.940 4.199 0.352
H -6.182 2.953 0.388
H -4.982 1.430 -0.528
H -3.936 2.927 -1.247
H -3.070 1.065 1.076
H -2.538 1.088 -0.569
H -2.192 3.617 -0.083
H -0.032 3.290 0.509
H -0.632 0.999 2.150
H 0.758 1.844 1.573
H 1.944 1.301 -0.476
H 3.121 -0.721 -1.660
H 1.564 -4.094 -1.400
H 1.665 -2.790 -2.705
H 3.802 -2.972 -3.962
H 5.992 -3.180 -3.945
H 7.363 -3.517 -1.796
H 6.130 -3.505 0.382
H 3.645 -3.442 0.428
H -1.371 -2.284 2.007
*
```